No. 1
Here is a molecular structure, C14H10MgN2O7Se at a distorted geometry from OMol25. Energies are from the ωB97M-V functional and the def2-TZVPD basis.

## Properties
Kohn-Sham gap: 6.97 eV
Maximum force: 2.9 eV Å⁻¹
Total charge: -2
HOMO: -2.14 eV

Structure (XYZ):
```
35
Properties=species:S:1:pos:R:3:mulliken_charge:R:1
Mg -0.74081 -1.83117 0.15889 1.22
O 2.63196 2.00283 -1.69937 -0.69
C 3.41247 1.43192 -0.78530 0.50
C 4.71539 1.96712 -0.57274 -0.83
C 5.66681 1.15072 0.02166 -0.37
C 5.25954 0.07795 0.81240 -0.45
C 3.93192 -0.35994 0.83997 -0.49
C 2.94508 0.33747 0.02900 0.19
C 1.49813 -0.07346 0.01217 0.96
O 1.14629 -1.09734 0.65522 -0.98
N 0.63830 0.69273 -0.65445 -0.57
N -0.63364 0.25994 -0.42407 -0.08
C -1.54498 1.16992 -0.64717 -0.38
C -2.90251 1.07076 -0.19454 0.71
C -3.67706 2.24206 -0.01350 -0.72
C -5.00446 2.14064 0.34429 -0.35
C -5.57440 0.84636 0.59106 -0.52
C -4.71451 -0.27549 0.60457 -0.40
C -3.38408 -0.28127 0.16347 0.23
O -2.68622 -1.36528 0.06760 -0.72
H 1.68043 1.56981 -1.53945 0.58
H 4.92021 2.83268 -1.12280 0.42
H 6.69902 1.48416 -0.08349 0.33
H 5.99947 -0.40023 1.41850 0.37
H 3.52424 -1.23725 1.36087 0.43
H -1.24328 2.12677 -1.07458 0.35
H -3.19825 3.20377 -0.14808 0.33
H -5.64257 3.05406 0.47895 0.27
H -6.62796 0.79347 0.93748 0.29
H -5.23081 -1.18708 0.84341 0.39
O -0.27452 -3.20514 -1.16795 -0.84
Se -0.36468 -4.58070 -0.10441 1.05
O 1.17491 -5.24687 0.00724 -0.70
O -0.84392 -3.56102 1.24834 -0.85
O -1.55549 -5.75295 -0.36317 -0.69
```

No. 2
Here is C14H10N4 in the gas phase at a distorted geometry from OMol25. Energies are from the ωB97M-V functional and the def2-TZVPD basis.

## Properties
Kohn-Sham gap: 6.38 eV
Maximum force: 6.2 eV Å⁻¹
Structure (SMILES): N#CC(C#N)=C(C#N)c1ccc2c(c1)CCCN2
HOMO: -8.22 eV

Structure (XYZ):
```
28
Properties=species:S:1:pos:R:3:mulliken_charge:R:1
N 4.78073 2.65000 3.47997 -0.45
N 1.73101 -0.83253 2.85127 -0.52
N 2.56026 4.43456 0.22473 -0.41
C 3.81027 2.10678 3.10852 -0.19
C 2.25960 0.24396 2.73046 0.07
C 2.22835 3.54104 0.83318 0.02
C 2.60876 1.60306 2.47648 0.66
C 1.87402 2.28571 1.45757 0.12
C -0.48602 1.75260 1.93540 -0.44
C -1.63462 1.09696 1.66561 -1.10
C 0.38040 1.08816 -0.20100 -0.60
C 0.61564 1.68455 1.02344 0.18
C -1.81975 0.49111 0.42515 0.46
C -0.80312 0.41688 -0.57694 1.02
N -3.07803 0.06343 0.11886 -0.22
C -1.02817 -0.19890 -1.85870 -0.73
C -3.38127 -0.38777 -1.19197 -0.69
C -2.18170 -1.17187 -1.75512 -0.69
H -0.25693 2.18594 2.93296 0.41
H -2.56597 1.16788 2.16993 0.39
H 1.28020 1.05641 -0.84695 0.32
H -3.80471 0.47261 0.65091 0.23
H -0.04037 -0.64342 -2.14494 0.39
H -1.22854 0.41218 -2.69464 0.33
H -4.23735 -0.98420 -1.23206 0.45
H -3.73767 0.44186 -1.83594 0.30
H -1.93893 -2.11628 -1.28376 0.30
H -2.33406 -1.51184 -2.76145 0.38
```